Density functional theory data (ωB97M-V/def2-TZVPD) for 2 unconnected molecules or ions with the total composition C4H10N2O2 at a distorted geometry.

The geometry in XYZ format:
```
18
Properties=species:S:1:pos:R:3:forces:R:3:nbo_charge:R:1
C 1.94014 0.47180 -0.96828 1.46 -0.33 -1.75 0.0466
O 3.00492 0.73157 -0.33095 0.05 0.29 0.35 -0.5442
C 0.72167 0.56461 0.18346 -2.16 1.53 2.20 -0.1033
C -0.50132 0.10912 -0.34879 0.80 -0.19 -0.78 -0.1227
C -1.73053 0.83851 -0.04601 -0.85 -0.02 -0.95 0.5772
N -2.86613 0.30534 -0.62102 0.09 0.40 0.34 -0.8133
O -1.81754 1.83897 0.63289 0.51 0.30 0.31 -0.5754
N 1.24565 -0.07574 1.35406 0.32 -0.34 -0.68 -0.7535
H 1.67044 1.15499 -1.78737 -0.30 0.27 0.19 0.1474
H 1.84175 -0.57153 -1.33345 -0.33 -0.21 0.36 0.1390
H 2.22061 -0.32743 1.30074 0.16 -0.09 0.02 0.4098
H 0.55230 1.63105 0.41410 0.62 -0.09 -0.02 0.2153
H -0.53012 -0.54871 -1.21852 -0.09 -0.77 0.79 0.2052
H -0.09964 -3.05875 1.12760 0.15 0.12 -0.09 0.0010
H -2.93915 -0.65884 -0.89134 0.10 -0.05 -0.03 0.3927
H -3.67828 0.75370 -0.22830 -0.34 -0.26 -0.18 0.4026
H 0.61969 -0.64571 1.89122 0.00 -0.26 -0.16 0.3872
H 0.34553 -2.51294 0.86994 -0.20 -0.30 0.08 -0.0115
```
Forces are in eV/Å.

ΔE to the lowest compared entry with this formula, charge and spin: 6.874 eV
lowest unoccupied orbital energy: -2.75 eV
max |F|: 0.0670 Eh/bohr